Entry 1:
ORCA calculation (ωB97M-V/def2-TZVPD) on a cluster of 34 separate species, C8H88BN3O36P in total in a non-equilibrium geometry.

Summary:
charge: -1
E_tot: -97865.252 eV

Element x y z (Å)
1 C 1.13 0.16 5.88
2 B 0.53 -0.47 4.48
3 O 0.66 -1.95 4.24
4 P -0.37 0.70 3.21
5 C -1.95 0.09 4.15
6 N -2.10 0.69 5.53
7 O 1.28 0.98 2.61
8 C 1.17 2.04 1.56
9 C 1.47 3.39 2.44
10 C 1.49 4.79 1.57
11 N 1.77 5.99 2.23
12 C -0.35 1.78 0.96
13 C -0.80 2.47 -0.45
14 C -0.22 1.53 -1.69
15 N 0.47 2.37 -2.78
16 O -1.32 1.70 2.08
17 H 0.98 1.33 5.97
18 H 0.68 -0.34 6.84
19 H 2.30 -0.03 5.86
20 H 1.52 -2.05 3.71
21 H -0.29 1.72 4.21
22 H -0.55 -0.55 2.47
23 H -2.92 0.22 3.50
24 H -1.83 -1.09 4.32
25 H -2.44 1.70 5.48
26 H -2.89 0.14 5.99
27 H 1.89 1.86 0.65
28 H 2.56 3.27 2.90
29 H 0.73 3.46 3.36
30 H 1.30 4.87 0.41
31 H 1.75 6.79 1.53
32 H -0.29 0.63 0.65
33 H -1.99 2.44 -0.56
34 H -0.46 3.60 -0.55
35 H -1.10 0.91 -2.19
36 H 0.61 0.76 -1.33
37 H 1.17 2.94 -2.23
38 H 1.08 1.66 -3.28
39 O -0.94 0.13 -4.81
40 H -1.80 0.47 -5.09
41 H -0.62 0.78 -4.17
42 O 0.95 6.35 -0.87
43 H 1.11 7.30 -0.98
44 H -0.01 6.29 -0.70
45 O -0.49 4.69 -4.61
46 H -0.02 3.87 -4.38
47 H 0.22 5.34 -4.75
48 O -1.75 -2.19 -2.58
49 H -1.65 -1.50 -3.26
50 H -0.97 -2.76 -2.70
51 O -2.78 -2.00 -5.68
52 H -2.42 -2.76 -6.16
53 H -2.04 -1.37 -5.65
54 O -4.44 -1.73 4.60
55 H -4.31 -2.61 4.23
56 H -5.34 -1.76 4.97
57 O 2.02 -4.67 5.34
58 H 1.40 -3.94 5.19
59 H 1.55 -5.45 5.00
60 O 0.15 -5.75 2.97
61 H -0.01 -4.82 2.75
62 H 0.59 -6.10 2.19
63 O -3.88 1.94 7.94
64 H -4.04 2.87 7.72
65 H -3.43 1.58 7.16
66 O -3.31 -0.89 -8.52
67 H -3.63 -1.18 -7.65
68 H -3.92 -0.18 -8.76
69 O 1.70 0.61 -5.86
70 H 1.86 1.56 -5.97
71 H 0.75 0.55 -5.69
72 O 4.83 6.38 1.78
73 H 4.99 7.33 1.67
74 H 3.87 6.32 1.94
75 O -3.56 -0.45 -11.79
76 H -2.98 0.21 -12.20
77 H -3.37 -0.37 -10.84
78 O 4.29 9.33 0.84
79 H 4.69 10.21 0.75
80 H 3.36 9.46 0.60
81 O -4.15 -0.38 -3.55
82 H -4.02 -1.27 -3.92
83 H -5.05 -0.41 -3.17
84 O -4.60 2.07 10.88
85 H -4.76 3.00 10.66
86 H -4.15 1.72 10.10
87 O -3.64 2.21 -11.83
88 H -3.48 3.16 -11.93
89 H -4.60 2.15 -11.66
90 O -0.86 -4.72 -1.93
91 H -0.73 -5.61 -2.30
92 H -1.75 -4.75 -1.56
93 O -0.76 -8.48 1.74
94 H -1.62 -8.13 1.46
95 H -0.44 -7.82 2.38
96 O -6.90 -0.77 -3.10
97 H -7.52 -0.04 -3.25
98 H -7.37 -1.55 -3.44
99 O 2.50 -7.51 6.75
100 H 2.34 -6.58 6.52
101 H 2.94 -7.86 5.96
102 O 4.21 0.07 6.81
103 H 4.68 -0.75 7.04
104 H 4.92 0.71 6.67
105 O -2.74 -6.59 1.14
106 H -3.60 -6.25 0.87
107 H -2.42 -5.94 1.79
108 O -2.52 -9.45 -1.04
109 H -2.46 -8.69 -0.44
110 H -1.64 -9.49 -1.45
111 O -7.66 -4.02 -3.16
112 H -7.89 -4.82 -2.65
113 H -6.70 -3.96 -3.08
114 O 7.97 7.40 1.48
115 H 7.50 8.20 1.78
116 H 7.33 6.69 1.64
117 O 0.23 -8.05 4.51
118 H 0.35 -8.94 4.14
119 H -0.67 -8.08 4.88
120 O 9.93 5.53 2.35
121 H 9.62 5.24 3.22
122 H 9.32 6.24 2.11
123 O -1.33 -4.17 -4.79
124 H -0.75 -3.51 -5.20
125 H -1.15 -4.09 -3.84
126 O 3.41 -1.75 -7.37
127 H 2.94 -0.95 -7.07
128 H 2.77 -2.47 -7.21
129 O 2.26 3.37 -4.61
130 H 2.84 4.03 -5.02
131 H 2.45 3.46 -3.66
132 O 1.84 -6.59 0.15
133 H 2.25 -7.47 0.18
134 H 2.03 -6.27 -0.75
135 O 10.27 7.42 -0.63
136 H 10.40 6.53 -1.00
137 H 9.37 7.39 -0.26

=====

Entry 2:
ORCA calculation (ωB97M-V/def2-TZVPD) on a structure of composition C8H8BrCl in a non-equilibrium geometry.

Summary:
E_tot: -90989.065 eV
relative energy (zero: lowest compared OMol25 entry of this formula, charge and spin): 86.2 kJ/mol

Element x y z (Å)
1 C 2.43 0.96 0.06
2 C 1.99 0.23 1.13
3 C 1.53 1.35 -1.01
4 C 0.64 -0.12 1.23
5 C 0.21 0.98 -0.86
6 C -0.21 0.27 0.25
7 C -2.03 -1.72 -0.67
8 C -1.64 -0.13 0.41
9 Cl -1.00 -2.99 -0.14
10 Br -2.96 1.15 -0.16
11 H 3.45 1.11 0.01
12 H 2.78 0.15 1.97
13 H 1.84 1.86 -1.97
14 H 0.29 -0.44 2.16
15 H -0.56 1.23 -1.59
16 H -1.76 -1.35 -1.73
17 H -3.12 -2.08 -0.54
18 H -1.89 -0.47 1.44

=====

Entry 3:
ORCA calculation (ωB97M-V/def2-TZVPD) on a structure of composition C8H8Cl5NO6P2Tb in a non-equilibrium geometry.

Summary:
charge: +1
⟨S²⟩: 12.697
E_tot: -125826.622 eV
relative energy (zero: lowest compared OMol25 entry of this formula, charge and spin): 13.6 kJ/mol
spin multiplicity: 7

Element x y z (Å)
1 Tb 0.60 -0.01 0.39
2 Cl -0.51 -0.27 3.44
3 C 0.53 -1.67 3.15
4 C 1.15 -1.68 1.94
5 C 1.94 -2.76 1.63
6 Cl 2.68 -2.75 0.04
7 C 2.13 -3.82 2.51
8 Cl 3.12 -5.15 2.07
9 C 1.50 -3.76 3.76
10 Cl 1.73 -5.03 4.88
11 C 0.68 -2.67 4.10
12 Cl -0.11 -2.59 5.61
13 N -2.09 1.49 -2.79
14 C -0.89 1.85 -1.91
15 C -0.46 3.27 -2.30
16 P 0.41 0.60 -2.40
17 O 1.70 1.10 -1.54
18 O 0.55 0.68 -3.85
19 O 0.09 -0.66 -1.62
20 P -1.50 1.88 -0.17
21 O -1.87 0.30 0.09
22 O -2.69 2.73 -0.09
23 O -0.22 1.99 0.65
24 H -1.81 1.50 -3.78
25 H -2.84 2.17 -2.63
26 H -2.46 0.56 -2.58
27 H -0.09 3.29 -3.32
28 H 0.33 3.60 -1.63
29 H -1.30 3.96 -2.19
30 H 2.41 1.59 -1.99
31 H -2.72 0.23 0.54

=====

Entry 4:
ORCA calculation (ωB97M-V/def2-TZVPD) on a cluster of 2 separate species, C8H8ClFN2O2S in total in a non-equilibrium geometry.

Summary:
SMILES: C/[N+]([O-])=C/CF.N#COc1cc(Cl)cs1
E_tot: -41570.608 eV
relative energy (zero: lowest compared OMol25 entry of this formula, charge and spin): 399.1 kJ/mol

Element x y z (Å)
1 C 3.40 -0.72 -0.06
2 C 4.98 0.99 0.48
3 C 4.75 -0.26 -0.11
4 C 2.62 0.17 0.59
5 C 0.56 1.14 1.20
6 C -3.60 -0.06 -0.62
7 C -2.69 -2.15 -0.12
8 C -3.31 1.46 -0.61
9 N -0.09 1.94 1.72
10 N -2.48 -0.77 -0.58
11 O -1.30 -0.37 -0.54
12 O 1.27 0.16 0.73
13 F -4.43 2.24 -0.34
14 S 3.46 1.55 1.15
15 Cl 6.05 -1.17 -0.79
16 H 3.03 -1.73 -0.55
17 H 5.80 1.65 0.38
18 H -4.64 -0.40 -0.58
19 H -3.20 -2.02 0.81
20 H -3.06 -2.90 -0.84
21 H -1.68 -2.44 0.07
22 H -2.83 1.94 -1.58
23 H -2.61 1.74 0.19

=====

Entry 5:
ORCA calculation (ωB97M-V/def2-TZVPD) on an isolated molecule of C8H8ClN3O in a non-equilibrium geometry.

Summary:
SMILES: NC(=O)N/N=C\c1ccccc1Cl
E_tot: -27462.538 eV
relative energy (zero: lowest compared OMol25 entry of this formula, charge and spin): 247.9 kJ/mol

Element x y z (Å)
1 C -0.83 -0.95 -2.92
2 C 0.81 1.44 -1.01
3 C 0.66 0.93 0.37
4 C 0.99 -0.44 0.66
5 C 1.14 -1.01 1.90
6 C 0.80 -0.21 3.07
7 C 0.27 1.06 2.74
8 C 0.26 1.54 1.47
9 H -2.40 -2.26 -3.14
10 H -2.35 -1.46 -1.50
11 H -0.86 -0.06 -0.91
12 H 1.33 2.25 -1.20
13 H 1.36 -1.11 -0.13
14 H 1.37 -2.11 2.06
15 H 0.21 -0.41 4.18
16 H -0.22 1.61 3.42
17 N -1.76 -1.90 -2.42
18 N -0.41 -0.22 -1.88
19 N 0.52 0.81 -2.10
20 O -0.55 -0.69 -4.05
21 Cl -0.34 3.16 1.40

=====

Entry 6:
ORCA calculation (ωB97M-V/def2-TZVPD) on a structure of composition C8H8CuN2O4S in a non-equilibrium geometry.

Summary:
charge: +2
⟨S²⟩: 0.755
E_tot: -75052.440 eV
relative energy (zero: lowest compared OMol25 entry of this formula, charge and spin): 36.0 kJ/mol
spin multiplicity: 2

Element x y z (Å)
1 O 3.11 1.50 -0.37
2 C 2.15 0.89 -0.18
3 Cu -0.18 -0.26 -0.30
4 O 0.30 -0.37 -3.26
5 C 0.15 -0.35 -2.12
6 C -0.63 1.41 0.48
7 O -1.12 2.37 0.91
8 C -1.99 -0.56 -0.24
9 O -3.13 -0.77 -0.24
10 S 1.13 -2.06 0.79
11 C 0.74 -2.08 2.47
12 N 0.54 -3.26 3.05
13 C 0.45 -3.49 4.49
14 C -0.18 -2.30 5.15
15 C 0.49 -1.01 4.70
16 N 0.60 -0.96 3.23
17 H 0.76 -4.04 2.45
18 H 1.44 -3.71 4.88
19 H -0.17 -4.37 4.65
20 H -0.12 -2.37 6.24
21 H -1.25 -2.26 4.90
22 H 1.49 -0.96 5.15
23 H -0.07 -0.13 5.05
24 H 0.92 -0.08 2.81

=====

Entry 7:
ORCA calculation (ωB97M-V/def2-TZVPD) on a cluster of 2 separate species, C8H8F3NO2 in total in a non-equilibrium geometry.

Summary:
SMILES: C=C(C)C#CC(F)(F)F.C=C=[N+]([O-])O
E_tot: -22154.457 eV
relative energy (zero: lowest compared OMol25 entry of this formula, charge and spin): 653.8 kJ/mol

Element x y z (Å)
1 C -2.47 1.44 -0.16
2 C 1.05 -2.32 -2.33
3 C -0.18 1.22 0.57
4 C -1.55 1.11 0.80
5 C 1.01 1.37 0.26
6 C 0.69 -1.87 -1.15
7 C -2.04 0.41 2.07
8 C 2.25 1.63 -0.44
9 N 0.40 -1.97 0.06
10 O -0.77 -2.05 0.51
11 O 1.38 -1.57 1.10
12 F 2.63 0.50 -1.19
13 F 3.29 1.94 0.35
14 F 2.11 2.55 -1.38
15 H -3.40 1.12 -0.02
16 H -2.16 1.90 -1.13
17 H 0.73 -1.58 -3.06
18 H 1.49 -3.22 -2.63
19 H 2.20 -1.18 0.86
20 H -2.71 -0.40 1.70
21 H -2.68 1.06 2.54
22 H -1.26 -0.07 2.66

=====

Entry 8:
ORCA calculation (ωB97M-V/def2-TZVPD) on an isolated molecule of C8H8N2O in a non-equilibrium geometry.

Summary:
SMILES: N#CC1=C=NC/C=C\[C@@H](O)C1
E_tot: -13450.552 eV
relative energy (zero: lowest compared OMol25 entry of this formula, charge and spin): 354.7 kJ/mol

Element x y z (Å)
1 C 1.46 -0.58 0.33
2 C 0.68 -1.12 2.53
3 C 0.97 -0.94 -1.91
4 C -0.46 -0.98 -1.46
5 C -0.03 1.00 1.36
6 C -1.02 -0.11 -0.62
7 C -0.48 1.21 -0.10
8 C 0.73 -0.31 1.39
9 N 1.86 -0.65 -0.81
10 N 0.60 -1.79 3.46
11 O -1.44 2.23 -0.22
12 H 1.27 -1.89 -2.36
13 H 1.15 -0.15 -2.65
14 H -1.03 -1.84 -1.77
15 H 0.57 1.84 1.70
16 H -0.90 0.91 2.01
17 H -2.04 -0.30 -0.31
18 H 0.36 1.55 -0.71
19 H -2.27 1.94 0.16